# 1
C14H23BrF3N2O5 | the ωB97M-V functional and the def2-TZVPD basis

The geometry in XYZ format:
```
48
Properties=species:S:1:pos:R:3:mulliken_charge:R:1
N -0.1129 -2.7448 0.0673 -0.408
C -0.6035 -1.7464 -0.8831 -1.082
C -1.1863 -0.5418 -0.1569 2.139
C -0.0700 0.0607 0.7210 -0.923
C -0.2638 0.0843 2.2431 -0.885
C 0.4988 1.2134 2.8924 0.626
F 0.1796 2.4255 2.3401 -0.259
F 0.2280 1.2869 4.2230 -0.283
F 1.8400 1.0543 2.7420 -0.251
C -2.4795 -0.9865 0.5414 -1.903
N -3.6305 -0.0487 0.2544 0.010
C -3.2940 1.4036 0.1700 0.207
C -3.0643 2.0944 1.5235 -0.791
C -3.8242 1.4677 2.6620 0.193
O -3.8168 0.2962 2.9306 -0.473
Br -4.9028 2.6893 3.7034 -0.065
C -2.1014 1.5660 -0.8007 -1.145
O -1.5344 0.3563 -1.2147 -0.538
H -0.0670 -3.6409 -0.3897 0.307
H -0.6992 -2.8383 0.8845 0.208
H 0.2223 -1.3758 -1.4824 0.025
H -1.3637 -2.1447 -1.5574 0.619
H 0.8255 -0.5191 0.5341 0.207
H 0.1717 1.0628 0.3819 0.543
H 0.1516 -0.8253 2.6669 0.471
H -1.2908 0.1655 2.5822 0.299
H -2.7892 -1.9306 0.1055 0.487
H -2.4255 -1.1464 1.6083 0.378
H -4.4047 -0.2368 0.8885 0.457
H -3.9584 -0.3123 -0.6741 0.500
H -4.1474 1.8882 -0.2897 0.629
H -3.4002 3.1192 1.4265 0.765
H -2.0067 2.1523 1.7649 0.121
H -2.4477 2.0621 -1.6993 0.412
H -1.3726 2.2358 -0.3453 0.405
C 5.9256 -0.1550 -2.9175 -1.462
C 4.4884 -0.0989 -2.4697 0.519
C 4.1652 -0.8723 -1.2121 -0.527
O 2.7773 -1.1996 -1.4125 -0.273
C 2.5568 -1.2423 -2.7491 0.652
O 1.5663 -1.6594 -3.2606 -0.540
O 3.6162 -0.7505 -3.4184 -0.360
H 6.2706 -1.1869 -2.9875 0.353
H 6.0351 0.2949 -3.9030 0.367
H 6.5623 0.3833 -2.2164 0.381
H 4.1563 0.9395 -2.3813 0.258
H 4.2906 -0.2955 -0.2993 0.325
H 4.7294 -1.8035 -1.1367 0.301
```

Output
HOMO-LUMO gap (eV): 9.235
Energy (eV): -106297.843
LUMO level (Ha): -0.118
Charge: +1

=====

# 2
C14H23CaF3NO3PS | the ωB97M-V functional and the def2-TZVPD basis

The geometry in XYZ format:
```
47
Properties=species:S:1:pos:R:3:mulliken_charge:R:1
C -2.6864 0.5163 -3.2860 -0.697
C -2.5058 -0.7239 -2.6626 -0.902
C -1.7834 -0.7768 -1.4353 0.761
C -1.3239 0.4160 -0.9210 0.766
C -1.4451 1.6386 -1.5293 0.382
C -2.1713 1.7082 -2.7447 -0.789
C -1.5630 -2.1052 -0.7201 -0.965
C -0.1042 -2.6455 -0.5582 -0.788
N 0.9701 -1.6421 -0.3606 0.561
Ca -0.0201 -0.0956 1.0460 -0.328
C -0.7327 2.8559 -0.9432 -1.097
P 0.9513 2.2673 -0.3498 1.023
H -2.8991 -1.6613 -3.0797 0.383
H -2.2794 2.6809 -3.2284 0.416
H -3.2427 0.5621 -4.2312 0.344
H -1.2261 3.2165 -0.0178 0.419
H -0.6102 3.6769 -1.6654 0.463
H -2.0084 -2.0793 0.3014 0.234
H -2.0857 -2.8940 -1.2701 0.502
H -0.0843 -3.3062 0.3224 0.373
C 1.6472 3.6227 0.6724 -1.142
C 1.9092 2.3550 -1.9234 -1.537
H 0.1733 -3.2149 -1.4647 0.533
C 1.5119 -1.1119 -1.6209 -1.309
C 2.0484 -2.1579 0.5132 -1.116
H -0.6285 1.8038 1.8470 -0.007
H 2.0126 -1.9381 -2.1548 0.390
H 0.7018 -0.7025 -2.2371 0.275
H 2.2433 -0.3157 -1.4124 0.333
H 2.6387 -2.9061 -0.0475 0.326
H 2.7085 -1.3401 0.8350 0.335
H 1.6117 -2.6136 1.4151 0.411
H 1.9386 3.3888 -2.3129 0.432
H 2.9336 1.9924 -1.7158 0.393
H 1.4643 1.6788 -2.6758 0.290
H 1.8016 4.5436 0.0849 0.387
H 0.9541 3.7743 1.5177 0.332
H 2.6037 3.2392 1.0779 0.355
H 1.6707 0.4278 2.2413 0.065
F -0.2244 -1.3714 6.1405 -0.206
C -0.2777 -2.0370 4.9595 0.566
F 0.9825 -2.3801 4.5641 -0.220
F -1.0276 -3.1625 5.0771 -0.217
S -1.0659 -0.9358 3.7033 1.337
O -2.4573 -0.9464 3.9654 -0.631
O -0.3269 0.3454 3.8235 -0.698
O -0.6971 -1.6464 2.4609 -0.737
```

Output
HOMO-LUMO gap (alpha / beta) (eV): 5.548 / 4.361
Energy (eV): -69233.790
LUMO level (alpha / beta) (Ha): -0.079 / -0.091
Energy relative to the best compared isomer or geometry (same formula, charge and spin) (kcal/mol): 67.00

=====

# 3
C14H23ClN2O | the ωB97M-V functional and the def2-TZVPD basis

The geometry in XYZ format:
```
41
Properties=species:S:1:pos:R:3:mulliken_charge:R:1
C 0.2331 4.2205 4.2305 -1.385
C -0.4825 4.1907 2.8763 -0.371
C -0.9597 2.7377 2.7102 -0.602
C -1.6440 2.6820 1.4106 -0.632
N -1.5169 1.2553 0.9168 -0.172
C -2.1100 0.9273 -0.4353 -0.653
C -1.3430 -0.2484 -0.8903 0.565
O -2.1062 -1.1299 -1.7368 -0.594
C 0.0131 0.1218 -1.4926 -1.462
N 0.5833 -1.0116 -2.3382 -0.239
C 1.3091 -2.0451 -1.8349 0.710
C 1.8213 -1.9160 -0.5403 -0.445
C 2.4856 -2.9942 0.0897 -0.660
C 2.5245 -4.2860 -0.4688 0.080
Cl 3.2546 -5.5201 0.5824 -0.235
C 1.8917 -4.4731 -1.7537 -0.711
C 1.3374 -3.3369 -2.4630 1.052
C 0.8361 -3.5136 -3.8716 -1.627
H 0.5073 5.2111 4.4979 0.420
H 1.0315 3.5281 4.2568 0.342
H -0.4687 3.9320 5.0152 0.328
H -1.2696 4.9858 2.7399 0.352
H 0.2590 4.5447 2.2039 0.353
H -0.2029 1.8907 2.7475 0.338
H -1.5920 2.5810 3.5872 0.258
H -0.9579 3.0756 0.6944 0.402
H -2.7707 3.0144 1.4688 0.202
H -1.7631 0.6027 1.6622 0.234
H -3.1797 0.4972 -0.3786 0.251
H -1.8377 1.7496 -1.1916 0.331
H -1.2282 -0.8000 0.0123 0.266
H -2.4051 -0.6821 -2.5631 0.322
H 0.7216 0.4422 -0.7064 0.253
H -0.0635 0.9703 -2.0893 0.498
H -0.0330 -1.2570 -3.1634 0.211
H 1.8654 -0.9275 -0.0993 0.307
H 3.0015 -2.8543 1.0966 0.281
H 1.9851 -5.5035 -2.1152 0.300
H 1.5791 -3.1058 -4.4627 0.405
H 0.7828 -4.5550 -4.1449 0.400
H -0.0890 -3.0007 -4.0591 0.327
```

Output
HOMO-LUMO gap (eV): 8.064
Energy (eV): -32438.817
SMILES string: CCCCNC[C@@H](O)CNc1ccc(Cl)cc1C
LUMO level (Ha): 0.022
Energy relative to the best compared isomer or geometry (same formula, charge and spin) (kcal/mol): 2.27